1.
This record from the Open Molecules 2025 dataset describes a cluster of 2 separate species, C8H13N2 in total in a non-equilibrium geometry. The level of theory is ωB97M-V/def2-TZVPD.

CARTESIAN COORDINATES (ANGSTROEM)
N 2.2051 0.7419 -0.5336
H -3.0176 -1.5680 0.3482
C -1.2263 -0.5133 0.0097
H 0.2837 1.1440 1.0240
H -1.9325 1.9008 -2.2976
H 1.2817 1.4596 2.4787
H 3.2449 1.1467 1.2091
H -3.0479 0.2954 0.9045
H -0.3530 0.3917 -1.8740
H -2.9065 1.3808 -0.7311
N 1.1646 1.1192 1.5259
C 2.2431 0.8383 0.7329
C -1.1300 0.2957 -1.1676
C 2.2839 0.0165 -1.5729
H -2.3497 -0.8469 1.7814
H 2.2629 -1.1173 -1.4871
H 2.2920 0.4908 -2.5773
H 1.7050 -1.7034 1.4185
H 0.8133 -3.0848 0.2963
C 0.8084 -1.9542 0.7221
C -0.0713 -1.0735 0.4225
C -2.0512 1.2597 -1.4322
C -2.5026 -0.6196 0.7995

Atoms 1-2, force components in eV/Å:
N 0.32 -1.23 -2.61
H 0.14 2.18 0.72

Output
Orbital gap = 7.514 eV
LUMO energy = -0.163 Ha
Net charge = +1

=====

2.
This record from the Open Molecules 2025 dataset describes a structure of composition C36H63BBrF11KN5NaO15S6 in a non-equilibrium geometry. The level of theory is ωB97M-V/def2-TZVPD.

CARTESIAN COORDINATES (ANGSTROEM)
C -0.1185 -3.5008 6.0503
B -0.9857 0.2028 2.4575
O -1.0876 -4.3921 -0.4326
H -0.2309 2.3303 0.5486
H 0.3626 -1.9174 4.6589
C 1.5991 0.6516 -0.5727
H -3.9547 -2.0118 -2.4879
H 6.2929 3.3996 -5.2902
H -5.9092 -2.4595 -4.8723
C -1.6934 5.3368 -0.5993
H 0.3088 -4.3204 5.4614
F -1.0121 0.0822 3.9061
O -4.7487 -7.4040 9.1675
F -5.0325 -9.6677 13.5476
H 3.2292 7.8931 -6.9456
C 5.6880 4.3469 -5.6590
F -4.8733 -10.4132 8.8687
H 2.2104 -1.4439 0.0908
O 9.4278 4.4899 -7.0522
H 1.9395 5.6775 -5.5954
H -3.4549 -2.8635 -6.6677
H 1.5520 -4.9464 0.9246
H -5.3643 4.2308 0.9895
S -2.3706 -4.8497 6.0991
H 11.2518 3.8007 -4.0319
H 3.6108 2.1280 -5.1393
O 3.6100 2.7409 0.7829
C -6.0962 3.7938 2.9237
C 6.3615 5.6417 -6.4438
C 3.5622 1.9498 -1.9868
H 3.9414 0.9152 -2.4477
C -6.1253 -8.8465 13.5217
O -3.2606 -3.9623 5.3819
C 1.5005 5.6910 -2.7410
H -2.1420 -1.3928 -5.2928
H -2.7204 -2.6008 -4.1510
H 9.4868 3.6651 -4.3045
C 0.5301 -4.6952 1.2161
F 0.1064 1.0783 2.0639
C 2.4054 -0.7191 -0.8347
H -2.5234 -6.0341 8.1429
O -4.3207 5.2026 2.5119
O 5.3442 0.9128 0.0490
C 3.8070 6.9354 -6.5994
H -0.0585 -5.6007 1.3781
H -1.1267 0.2602 -3.5281
H 2.2239 4.2287 1.3712
H -0.0729 -1.0940 -2.6996
O -3.6337 -0.6973 -4.1038
F -7.0512 -10.4215 8.7994
C 4.2353 5.5890 0.8047
C 1.9788 1.9473 -1.5609
O 0.4779 -2.8586 -0.2074
H 1.7486 0.9371 0.5776
H -3.8127 -0.5887 -7.1581
Na 1.1417 4.9939 2.6160
N -6.0383 -8.7546 10.9667
H 1.3905 6.7024 -3.3340
C 4.0640 3.0854 -3.0364
C -5.1779 -3.0827 -5.3886
H -5.3410 -1.2550 -7.2133
H 1.2200 1.1210 -4.7410
H -5.7574 3.5475 3.9380
H 6.0100 7.8330 -7.4337
S 4.6565 2.2088 -0.4397
H 7.5175 5.6265 -6.6429
F -6.1709 -8.2330 14.7398
H -1.1075 3.5480 -2.0646
S -5.9930 -8.0883 9.5287
C 10.7662 2.2689 -6.3965
C 2.7068 3.8135 0.3598
Br -2.7739 2.6257 -0.3005
H -1.2267 -2.6474 4.3941
C -4.9209 4.1434 1.9937
C 5.4517 6.9357 -6.9026
H 5.2258 2.8783 -3.2261
H -4.8414 -3.8621 -4.6996
F 0.4337 -1.0491 -6.0289
S 10.6899 4.0757 -6.3548
H -1.3572 5.9828 -1.5359
H 0.1246 4.1379 0.8496
C 0.0870 3.3014 -0.0060
S 5.6651 6.1068 1.6321
H -2.8817 5.2993 -0.6634
C 1.1999 0.6946 -3.6296
N -4.5373 -1.0629 -6.6060
H 4.0273 4.2008 -2.6332
C -4.3317 -1.0795 -2.9188
H -4.2188 -0.2792 -2.1851
C 3.1080 5.6471 -5.8067
H -4.8227 -0.3850 -5.8772
H 2.2158 3.3385 -4.5252
H -6.8225 4.6134 2.9925
C 3.3769 3.0966 -4.5150
H 11.6100 1.9250 -5.7941
O -7.2151 -7.4116 9.0863
C 1.4200 4.6536 -1.7633
C 10.3958 4.2080 -4.5747
H 0.6553 -3.1705 6.7509
H 9.8343 1.8461 -6.0135
C -3.9981 -2.2795 -5.9178
C 1.5352 3.3336 -0.7331
H 1.9240 -1.2707 -1.7696
S -6.0809 -7.6741 12.1262
H -3.4947 -4.5204 8.1544
O -7.3218 -6.9042 12.2550
O -1.2145 -3.9599 6.8268
K -2.5614 -2.9729 -2.6426
H 0.0171 1.7095 -2.3225
H -5.3954 -1.1765 -3.1467
H 3.5569 -0.6559 -0.9937
H 10.9088 1.9512 -7.4323
N 3.4367 5.0496 -0.2107
C -5.9567 -9.6362 8.5660
N -0.0771 -3.9196 0.1009
C -3.0443 -1.7941 -4.8152
O 5.8355 3.2210 -0.7205
H 0.4352 0.3918 -0.6464
H -0.1791 -0.9837 -4.6135
H 10.2757 5.2637 -4.3201
C -0.1076 -0.3468 -3.6098
F -5.9147 -9.4307 7.2176
H -6.6284 2.9176 2.5355
N 0.9979 1.8605 -2.7085
H -0.9957 -1.5479 5.7506
F -2.2455 0.7615 1.9946
O -4.8558 -6.8990 12.3379
H 2.1778 0.0763 -3.4929
H -4.0842 -5.9576 7.2713
H -5.7023 -3.5742 -6.2144
C -1.2034 3.7708 -0.9246
C -0.5143 -2.3354 5.1625
F -0.7913 -1.1107 1.8653
C 4.0779 4.3653 -5.3461
H -4.3444 3.2103 1.8947
H -1.2916 5.7389 0.4233
C -3.1986 -5.3942 7.5716
O -1.7521 -5.9955 5.4645
F -7.2101 -9.6768 13.4707
H 0.5149 -4.0611 2.1049

Atoms 1-2, force components in eV/Å:
C 0.62 0.58 -0.76
B -1.16 -0.19 0.76

Output
Orbital gap = 1.879 eV
LUMO energy = -0.047 Ha
Net charge = -1

=====

3.
This record from the Open Molecules 2025 dataset describes a structure of composition C26H56F2N3O16PSi2 in a non-equilibrium geometry. The level of theory is ωB97M-V/def2-TZVPD.

CARTESIAN COORDINATES (ANGSTROEM)
F -0.2656 -0.1651 -3.3447
H -7.0313 4.3968 -1.8416
H 2.5115 0.3541 -1.6326
C -1.9250 -2.8649 1.6036
H 2.6267 -3.0322 0.5974
H -12.2978 -3.8343 -3.0820
H -7.9488 -1.5411 -4.7869
H 0.3193 -3.2831 2.0876
O -0.1242 1.7028 -1.7828
C 8.6896 -1.5178 1.1306
C -7.3597 2.6041 -3.0032
C 3.8698 7.1297 5.0463
H 4.9605 -1.5872 2.3876
C 10.6404 -3.4945 0.0350
H 4.3240 7.5869 5.9316
H 3.3998 7.9249 4.4641
H 5.7393 7.0403 3.9492
O 4.0403 -0.7018 -0.5708
H -5.9017 3.0926 -1.4610
H -0.0130 -2.1765 3.9547
H -5.4370 -0.0770 -3.4132
H 3.0742 6.4472 5.3700
C -9.0178 -3.3448 -5.3026
C 9.2130 -3.7891 0.4667
C 2.5754 -0.4181 -0.7331
C 4.2887 -2.1615 -0.7135
O -6.6603 1.5317 -3.6301
C -11.6395 -3.8234 -3.9571
O 8.7291 -2.9015 1.4718
O -1.5214 -2.5181 -1.9645
H 4.1570 8.1790 0.7643
H -9.8304 -4.0704 -2.7854
O -3.1288 -3.4449 1.3425
H 3.5099 2.3656 -0.0763
O 5.0133 -2.5860 -1.7861
C 3.7555 6.5475 2.1204
C -2.1999 -1.4500 -1.5295
H 2.8547 7.0056 2.5420
H 8.2919 -0.9895 2.0050
H 9.1767 -4.7964 0.8937
O -9.4395 -4.5920 -4.7557
H 6.7817 -1.5611 0.1162
H -0.3859 -4.4895 0.8166
H -11.4833 -2.7816 -4.2440
F -3.7063 -1.5645 -1.5152
Si -0.6557 -0.7065 0.4804
H -7.4045 -2.9892 -3.9092
H 9.7052 -1.1379 0.9780
H -5.0714 1.2486 -2.3254
C -6.4478 3.5767 -2.2731
C 2.7810 2.2347 0.8549
H -9.8716 -2.8168 -5.7400
C 4.9177 6.3793 4.2404
O 0.2717 0.6684 1.0542
H 10.9726 -4.2251 -0.7099
H 2.0833 -1.4543 -0.9636
C 7.8048 -1.2157 -0.0671
C -8.2811 -2.4659 -4.3059
O 4.6643 -0.6298 2.4032
C -1.7256 -0.7944 3.0310
H -7.2086 0.7067 -1.0345
Si 2.0048 0.4299 0.8977
C -0.6523 -3.8787 1.8063
H 8.5344 -3.7943 -0.3914
N -1.5674 -0.1651 -1.0065
H 11.3177 -3.5360 0.8970
H 7.7815 -0.1392 -0.2610
N 1.1942 3.4445 2.0744
H -12.1520 -4.3190 -4.7909
P 2.9285 -0.5162 2.7062
C -0.6403 0.4662 -2.0242
O 2.4011 -1.9814 2.9750
O 1.6429 3.2117 0.8042
H 3.4156 5.8846 1.3161
H 3.3422 2.4892 1.8771
H -0.8041 -4.6840 2.6667
C -5.8967 0.6856 -2.7736
C 4.6805 7.5982 1.5297
H -7.8837 3.1441 -3.7981
H 4.4250 -3.5861 1.1968
O 2.7845 0.5343 4.1316
O -2.7370 -0.0016 3.4729
H 5.5555 7.1241 1.0723
H 0.2949 -0.2265 3.9348
N -1.8769 -1.3481 1.6321
C -0.5028 -1.0958 4.0804
H -8.1332 2.2120 -2.3361
O 4.3867 5.7191 3.0939
H 8.1591 -1.7121 -0.9735
H -6.1027 -0.6704 -1.1060
C 3.7253 -3.3289 0.2899
H 5.0459 8.2948 2.2877
C -10.3298 -4.5287 -3.6442
C -6.7303 -0.0073 -1.7090
H 0.1954 -1.8524 0.0773
H -8.3421 -3.5782 -6.1338
H -10.5481 -5.5624 -3.3577
H 3.6136 -4.3451 -0.3267
H -7.5248 -0.6022 -2.1722
H 5.3574 5.6026 4.8741
H 10.7360 -2.5006 -0.4067
H -5.7048 3.9964 -2.9625
H 2.3396 1.3850 3.7877
H -0.8210 -1.0324 5.2246
H -8.9110 -2.1941 -3.4558
O 0.2396 4.2346 2.0249

Atoms 1-2, force components in eV/Å:
F -1.81 1.47 4.67
H 0.07 -0.11 -0.09

Output
Orbital gap = 7.954 eV
LUMO energy = -0.058 Ha

=====

4.
This record from the Open Molecules 2025 dataset describes a cluster of 2 separate species, C8H20NSSi in total in a non-equilibrium geometry. The level of theory is ωB97M-V/def2-TZVPD.

CARTESIAN COORDINATES (ANGSTROEM)
H -2.2509 -0.1233 -2.5327
C 1.8911 -1.3181 -0.1480
S -0.9966 0.5553 1.0185
Si -2.8424 -0.4603 0.0781
H 1.2578 -1.1703 0.7497
H -4.0772 -1.8064 1.7249
H 4.6803 -1.6206 -0.5397
H 2.8538 2.2684 -1.5604
H 2.6805 3.6982 0.3883
H -4.1671 1.5438 -0.7580
C -2.2330 -0.9791 -1.7486
C 3.0053 0.7335 -0.2380
H -2.4885 -2.0621 2.1570
C -3.1297 -1.9401 1.3044
H -1.2242 -1.3519 -1.6649
H 1.1849 -0.8733 -0.8792
H -1.2852 1.7005 0.5674
N 3.0854 -0.5035 -0.1218
H -5.3081 0.2902 0.0958
H -4.1744 1.4462 1.0643
H 1.8692 2.6147 1.2665
C 4.3864 -0.9571 0.2966
C 1.9560 2.9422 0.3107
H 1.0736 3.1227 -0.2109
C 2.6337 1.9239 -0.5560
H 5.0023 -0.1034 0.5345
C -4.2772 0.7986 0.1259
H 2.1780 -2.2609 -0.4062
H -2.9632 -2.8710 0.7269
H -2.8180 -1.7037 -2.2045
H 4.4973 -1.5329 1.1596

Atoms 1-2, force components in eV/Å:
H 0.18 -1.03 1.64
C -2.47 2.59 -0.11

Output
Orbital gap = 8.361 eV
LUMO energy = -0.135 Ha
Net charge = +1

=====

5.
This record from the Open Molecules 2025 dataset describes a structure of composition C38H46BaClF6Ge3N2O4S2. The level of theory is ωB97M-V/def2-TZVPD.

CARTESIAN COORDINATES (ANGSTROEM)
Ge 0.4491 -4.5709 -0.2362
C 1.1357 -4.7837 1.6060
H 0.6477 -4.0883 2.2905
H 0.9637 -5.8051 1.9571
N 1.7324 3.4674 2.2544
H -5.2984 2.1889 6.3714
H -1.4643 -6.2349 0.2276
F 0.6008 5.5330 -0.0637
H -2.8487 1.8822 1.3988
H 1.6697 -1.8220 2.3596
C 0.5531 5.7627 1.2437
C 1.3721 2.2631 -2.5121
H 0.3088 2.4596 -2.4036
C -0.3489 -3.5329 -3.5651
C -0.2666 -0.9474 3.0191
H -2.3688 -2.1863 -0.4108
C 4.0089 1.6688 -2.7205
F 4.2225 4.9757 2.7636
C -4.3907 1.7777 4.4716
H 2.2096 -4.5870 1.6378
H -1.6492 1.3672 -2.2209
H 3.1858 -2.3800 0.7092
C -5.2348 0.7121 -0.7910
H -3.6984 5.5771 4.3006
H 0.2059 -0.2427 -3.1225
C -3.7391 -0.8877 -3.0224
Ge 0.7069 -2.2418 -0.9945
C -0.5538 0.2451 3.7168
H -1.0788 -4.4369 -5.3719
O -0.6354 3.4729 1.4834
Ge -3.4517 -0.0284 -1.2624
O 3.1271 1.8321 1.0409
H -5.9942 -0.0750 -0.8129
C 0.0303 -2.3676 -2.8939
C -4.5582 3.9620 5.4209
H 5.6126 -2.3695 0.3742
H 3.5265 0.1899 -1.2347
S 2.9230 3.2334 1.2862
H -1.5301 0.5859 4.0296
Cl -5.0804 5.0005 6.7267
C -3.3225 1.4698 2.2794
H -2.9645 4.1106 2.4514
C 4.6212 -2.3849 -2.8585
S 0.3639 4.2053 2.2335
C 0.6626 0.8984 3.9860
C -0.0488 -1.1732 -3.6188
C 1.7051 0.1131 3.4640
H 4.1386 3.2606 -4.1590
H 5.0206 -2.3709 -3.8676
C -1.4250 -5.2122 -0.1576
H -4.6064 -1.5526 -2.9788
C -3.7371 2.2996 3.3280
C 5.4860 -2.3706 -1.7720
H 2.7593 0.3518 3.4980
C -4.7999 2.5960 5.5018
H -5.2361 1.1634 0.2033
C 3.1570 0.9929 -1.8607
H -1.1774 -2.2936 -6.6140
H -3.9157 -0.1357 -3.7951
C 3.2444 -2.4119 -2.6629
C -2.0247 1.2556 -1.1924
C -3.1948 -1.5708 -0.0460
H 5.0515 1.3860 -2.7699
H 6.5594 -2.3437 -1.9222
O 0.0246 4.6813 3.5371
O 3.0137 4.1411 0.1793
H 0.9602 -6.1648 -2.2250
C 4.9540 -2.3877 -0.4873
C -0.4649 -1.1401 -4.9434
C 3.5779 -2.4045 -0.3041
F 5.4772 3.5497 1.7235
H -4.0922 -2.1942 0.0041
C -3.4997 3.6965 3.2957
H -2.4420 2.2346 -0.9079
H -0.3019 -4.4872 -3.0494
H -2.8669 -1.4776 -3.3121
F -0.5116 6.5407 1.4843
C 1.4310 -5.9655 -1.2597
C 4.3214 3.6973 2.3853
H -5.5154 1.4840 -1.5118
H -4.5631 0.7099 4.5311
F 1.6465 6.4354 1.6092
F 4.3638 2.9356 3.4750
C 1.1369 -1.0284 2.8661
Ba 0.1963 0.8153 0.6171
H -1.8872 -5.1929 -1.1465
H 1.7035 3.8099 -3.9557
C -0.7841 -3.5125 -4.8862
C 3.4971 2.7013 -3.4888
C 2.6832 -2.4159 -1.3826
N 1.8601 1.2795 -1.7573
H -2.9392 -1.2530 0.9681
H 2.5911 -2.4148 -3.5294
H 1.4614 -6.8997 -0.6914
H -3.4673 0.3998 2.3255
C -0.8380 -2.3140 -5.5846
H -0.9850 -1.6748 2.6589
C 2.1496 3.0085 -3.3825
H -0.5198 -0.1925 -5.4682
H 2.4546 -5.6347 -1.4454
C -3.9022 4.5153 4.3270
H 0.7726 1.8356 4.5142
H -2.0147 -4.5683 0.4972

Atoms 1-2, force components in eV/Å:
Ge -0.01 0.00 0.00
C 0.01 0.00 0.00

Output
Orbital gap (alpha / beta) = 5.712 / 5.475 eV
⟨S²⟩ = 0.791
LUMO energy (alpha / beta) = 0.140 / 0.131 Ha
Multiplicity = 2
Net charge = -2